# 1
DFT (the ωB97M-V functional and the def2-TZVPD basis) results for a cluster of 11 separate species, C4H33N3O10S in total in a non-equilibrium geometry.

```
! wB97M-V def2-TZVPD RIJCOSX def2/J DEFGRID3
* xyz 0 1
C -0.1325 0.4920 0.8652
N 0.1711 -0.9411 0.6684
C -0.0499 -1.6351 1.9814
N -1.4062 -2.2319 1.9850
C 0.3520 1.4470 -0.2299
C -0.8748 2.4441 -0.3572
S -1.1443 3.5493 0.9538
N 1.5550 2.1907 0.1197
H -1.2480 0.5885 1.0932
H 0.3215 0.8176 1.8252
H 1.1202 -1.1955 0.3931
H -0.0789 -0.9895 2.9270
H 0.7689 -2.3560 2.2559
H -1.3401 -3.1242 1.5022
H -1.9708 -1.6491 1.3392
H 0.5234 0.7799 -1.0824
H -0.6896 3.1095 -1.3012
H -1.8153 1.9551 -0.7054
H -1.6790 2.7986 1.9779
H 1.1777 3.0128 0.5988
H 2.0502 2.6347 -0.6619
H -0.5969 0.3400 4.9701
H -1.1019 0.8509 3.5698
O -0.3694 0.8497 4.1890
H -0.0063 -2.5283 -3.0209
H -0.5113 -1.5431 -4.1944
O -0.7504 -2.2656 -3.6033
H -2.7595 0.4223 -3.6570
H -2.3960 0.3992 -2.0577
O -2.3270 0.8678 -2.9259
H -1.6652 -1.6293 -2.5677
H -1.4912 -1.2987 -1.0433
O -2.1955 -1.3757 -1.7090
H 2.0416 1.1150 2.3377
H 1.9524 0.7347 3.8589
O 2.5423 0.8242 3.1044
H -3.6218 -0.6519 -0.4245
H -4.3254 0.2751 0.5976
O -3.4445 0.0175 0.2960
H 2.2808 -2.4400 -1.7912
H 0.8941 -2.1997 -1.2103
O 1.3240 -2.7046 -1.9177
H 4.4568 0.6203 1.2130
H 2.9904 1.0515 0.5867
O 3.8737 0.6136 0.4509
H 0.5323 1.4528 -4.0166
H -0.9150 0.8691 -3.6723
O 0.0292 0.6470 -3.8924
H 3.5692 -2.4461 0.2780
H 3.3373 -0.8249 0.2156
O 3.0424 -1.7401 -0.1115
*
```

- LUMO energy: 0.203 eV
- SMILES: NCNC[C@H](N)CS.O.O.O.O.O.O.O.O.O.O

Atomic partial charges in e from the natural (NBO) method, atoms 1 to 5: number 1, C, carries -0.2523; number 2, N, carries -0.7180; number 3, C, carries -0.0858; number 4, N, carries -0.8530; number 5, C, carries -0.0904


# 2
DFT (the ωB97M-V functional and the def2-TZVPD basis) results for a cluster of 12 separate species, C4H33N3O12 in total in a non-equilibrium geometry.

```
! wB97M-V def2-TZVPD RIJCOSX def2/J DEFGRID3
* xyz 1 2
C -0.8815 -0.6244 -0.8085
C -0.8270 0.9233 -0.9232
C -0.3569 1.3608 -2.3143
N 0.8942 0.8012 -2.7669
N -2.1410 -1.1761 -1.1566
C -3.2584 -1.1746 -0.2820
N -3.0182 -1.0569 1.0315
O -4.3583 -1.2755 -0.7822
H -0.1509 -1.0815 -1.4875
H -0.5811 -0.9267 0.1962
H -0.1406 1.2760 -0.1485
H -1.8138 1.3526 -0.7376
H -1.1210 1.1704 -3.0590
H -0.2664 2.4525 -2.2882
H 0.7834 -0.1255 -3.1804
H 1.5443 0.6826 -1.9976
H -2.3929 -1.0185 -2.1292
H -2.1008 -1.2717 1.4468
H -3.8175 -1.2429 1.6145
H 4.1556 -0.9389 -1.5875
H 3.3866 -1.5529 -0.3736
O 3.6339 -1.6889 -1.3100
H -2.4532 2.2186 2.6408
H -0.9411 2.2931 2.8370
O -1.7206 2.8454 2.6549
H 0.7559 -3.6199 0.5235
H 1.2624 -4.1196 1.8929
O 1.0654 -3.3057 1.4244
H 1.9565 3.5638 0.4771
H 2.1774 2.3543 -0.4266
O 2.3430 2.6554 0.4708
H 1.1276 5.4956 -0.5828
H 0.1071 4.8554 0.3808
O 1.0713 5.0229 0.2705
H 2.2666 -2.0952 1.3057
H 3.5639 -1.5255 1.9608
O 2.9136 -1.3490 1.2720
H -1.6254 3.8759 1.2828
H -1.9891 5.3500 0.9667
O -1.5707 4.5635 0.5725
H 0.8139 -3.7413 -1.6017
H -0.6652 -3.8037 -1.0843
O 0.2120 -4.1317 -0.9192
H 1.7061 1.5485 1.6537
H 1.9488 0.0362 1.7918
O 1.3603 0.7472 2.1059
H 0.0075 -2.0739 2.2277
H 0.1845 -0.5757 2.5559
O -0.5026 -1.2834 2.5237
H 2.2738 -2.3471 -2.0551
H 1.6759 -3.1369 -3.2888
O 1.4473 -2.6335 -2.5000
*
```

- LUMO energy (alpha / beta): -2.708 / -8.171 eV

Atomic partial charges in e from the natural (NBO) method, atoms 1 to 5: number 1, C, carries -0.3018; number 2, C, carries -0.4000; number 3, C, carries -0.2389; number 4, N, carries -0.7786; number 5, N, carries -0.2671


# 3
DFT (the ωB97M-V functional and the def2-TZVPD basis) results for a cluster of 13 separate species, C4H33NO15 in total in a non-equilibrium geometry.

```
! wB97M-V def2-TZVPD RIJCOSX def2/J DEFGRID3
* xyz 0 1
C 2.7339 0.1941 -0.4496
N 2.1080 -0.5299 0.4949
C 1.7686 -2.8806 1.4123
C 1.2199 -1.7008 0.4810
C -0.1449 -1.1861 1.0032
O 0.1710 -0.3639 2.0462
O 3.5601 1.0420 -0.1210
H 2.4130 0.0978 -1.4833
H 2.4395 -0.1609 1.4170
H 1.1837 -3.7359 1.0640
H 1.6720 -2.7256 2.4592
H 2.7984 -3.0649 1.2408
H 0.9815 -2.2228 -0.4589
H -0.8812 -1.9613 1.4452
H -0.2634 -2.0466 4.4177
H -1.3543 -1.5755 5.2467
O -1.0855 -2.3223 4.8281
H -4.4979 1.7105 -1.8713
H -4.3418 1.9857 -0.3941
O -4.4018 2.3771 -1.2738
H -0.3607 -1.2212 -2.2891
H -0.3163 -2.2163 -3.4783
O 0.0322 -1.3624 -3.1426
H 2.6063 1.7323 2.8184
H -0.6509 0.3285 -0.0165
O -0.9193 -0.6011 -0.0629
H -0.8897 1.7370 -1.3331
H -2.3079 1.1111 -1.6543
O -1.5657 1.5841 -2.0049
H -1.8330 3.8203 -1.6896
H -3.1407 3.5949 -1.0789
O -2.2275 3.6202 -0.8922
H -3.9640 0.7963 -3.5819
H -3.8245 -0.5838 -2.9915
O -4.4339 0.1365 -3.0559
H 5.0052 -1.9084 -1.7258
H 5.3179 -0.3270 -1.1894
O 4.6974 -1.2251 -1.1591
H -2.8370 -1.5990 2.9261
H -3.8118 -1.6907 1.4907
O -3.0257 -2.0077 2.0237
H 0.3331 0.6561 2.1584
H 1.7043 2.9311 3.0517
O 1.6499 2.0620 2.9300
H 4.4126 -1.9669 0.6399
H 5.5207 -1.1881 1.2690
O 5.1002 -1.9777 1.4214
H -1.3421 2.8210 0.4847
H -0.0620 2.7427 1.4274
O -0.9199 2.4738 1.2172
H -1.2981 1.6099 -4.2746
H -1.3002 3.0518 -4.7004
O -1.4277 2.1358 -5.0419
*
```

- LUMO energy: 0.007 eV

Atomic partial charges in e from the natural (NBO) method, atoms 1 to 5: number 1, C, carries 0.5497; number 2, N, carries -0.6341; number 3, C, carries -0.6025; number 4, C, carries -0.0892; number 5, C, carries 0.3639


# 4
DFT (the ωB97M-V functional and the def2-TZVPD basis) results for a cluster of 14 separate species, C4H33NO15 in total in a non-equilibrium geometry.

```
! wB97M-V def2-TZVPD RIJCOSX def2/J DEFGRID3
* xyz 1 2
O -0.4467 -3.4406 1.7789
C -0.5543 -2.3282 1.2497
N 0.6056 -1.9449 0.4918
C 0.6182 -0.7060 -0.1354
O 1.5785 -0.5984 -0.8611
C -1.6195 -1.3171 1.4561
C -2.9816 -1.8715 2.1253
H 1.2881 -2.6883 0.3295
H -0.0051 0.1224 0.2341
H -1.9085 -0.7905 0.5570
H -1.3892 -0.4508 2.1663
H -3.7702 -1.8488 1.3964
H -2.5014 -2.8992 2.4957
H -3.1913 -1.2328 2.9456
H -0.6517 1.7050 -4.1473
H -1.4707 0.5910 -3.3413
O -0.5018 1.0956 -3.4168
H -0.7240 -1.5731 4.1177
H 0.4785 -0.5571 3.8172
O -0.2130 -0.7997 4.4843
H 2.3187 -0.3902 1.7971
H 2.6717 -0.8581 3.2446
O 2.0236 -0.2787 2.8524
H 2.5193 -2.9863 -1.7509
H 2.3444 -1.9802 -2.8465
O 2.0082 -2.8928 -2.6139
H 1.9236 4.0409 -0.2755
H 2.8909 3.4367 -1.5329
O 2.5639 3.1917 -0.6347
H -2.3305 2.2574 -1.2917
H -0.8660 2.0145 -1.1523
O -1.6373 2.3924 -0.6412
H 0.0049 -2.1033 -2.2047
H -0.8909 -3.1859 -2.6350
O -0.9688 -2.2997 -2.2686
H 3.5972 1.0559 -0.0943
H 3.9248 2.3490 0.6408
O 4.0967 1.4154 0.6702
H -0.7265 3.5900 -2.4776
H 0.8496 3.1337 -2.1955
O 0.1852 3.4504 -2.8983
H 1.3619 -0.0943 -4.5958
H 1.8529 0.5871 -3.3518
O 2.1152 -0.0440 -3.8975
H -2.6671 1.4909 1.2357
H -2.7366 1.0070 2.7574
O -3.2019 0.9791 1.9240
H 0.8227 1.4272 3.9943
H -0.3544 0.9108 4.6296
O 0.0230 1.7578 4.4270
H -1.9952 -0.2694 -1.5142
H -1.9405 -1.1129 -2.7410
O -2.4225 -0.4593 -2.3027
*
```

- LUMO energy (alpha / beta): -5.500 / -10.001 eV

Atomic partial charges in e from the natural (NBO) method, atoms 1 to 5: number 1, O, carries -0.0900; number 2, C, carries 0.6985; number 3, N, carries -0.5917; number 4, C, carries 0.5094; number 5, O, carries -0.4654